Entry from OMol25: C6H18O3 as an isolated structure in a non-equilibrium geometry (ωB97M-V/def2-TZVPD).

Structure (XYZ):
```
27
Properties=species:S:1:pos:R:3:forces:R:3:nbo_charge:R:1
C -0.06908 0.23709 1.13725 -1.18 1.93 2.08 -0.625
C -0.12372 1.79113 1.34986 0.18 -1.77 -1.27 -0.068
O 0.24583 2.31890 0.10568 5.02 2.34 3.29 -0.758
H 0.16016 -0.22166 2.09907 -0.14 -0.09 0.13 0.197
H 0.72001 -0.11636 0.47354 -1.13 3.10 -0.58 0.208
H -1.04813 -0.11506 0.81237 1.35 -0.49 0.61 0.203
H 0.55610 2.04345 2.16366 0.09 0.44 -0.30 0.179
H -1.13311 2.13306 1.57857 -0.18 -0.06 0.40 0.161
H -0.51781 2.31089 -0.47603 0.91 1.30 3.28 0.427
C -2.12786 0.24957 -0.92609 -0.24 -1.01 0.12 -0.612
C -1.18211 1.24718 -1.45029 0.01 -2.54 -3.06 -0.141
O -1.65621 2.41922 -0.94665 -4.37 3.71 -2.00 -0.662
H -1.75311 -0.71896 -1.25717 -0.58 -0.36 0.23 0.225
H -3.14885 0.48202 -1.22881 0.11 -0.24 -0.50 0.219
H -2.13225 0.31248 0.16208 -0.81 -0.01 -0.72 0.198
H -1.10308 1.18846 -2.53584 -0.58 0.28 -0.36 0.168
H -0.15002 1.32456 -1.10839 0.14 -3.10 -1.01 0.227
H -1.12444 3.11803 -1.33458 -0.84 1.15 -0.63 0.481
C 1.73146 -1.82931 0.93258 0.74 0.31 -0.13 -0.643
C 2.09948 -2.34482 -0.42055 0.01 -1.22 0.73 -0.061
O 0.92069 -2.81433 -1.04603 -0.12 0.10 -1.11 -0.728
H 2.60743 -1.25947 1.24249 -0.07 0.06 0.82 0.202
H 1.35443 -2.50176 1.70314 0.51 -0.56 -0.17 0.199
H 0.93093 -1.10490 0.78262 1.60 -3.11 0.44 0.212
H 2.84288 -3.13972 -0.36068 0.12 -0.32 -0.01 0.153
H 2.60613 -1.57088 -0.99711 -0.62 0.18 -0.34 0.176
H 0.49427 -3.43881 -0.45460 0.07 -0.03 0.07 0.463
```
Forces are in eV/Å.

Summary:
* HOMO-LUMO gap: 9.8 eV
* HOMO energy: -8.95 eV
* ΔE to the lowest compared entry with this formula, charge and spin: 6.4514 eV